1.
{"formula": "C2H5N3O", "method": "ωB97M-V/def2-TZVPD", "species": ["O", "N", "N", "N", "C", "C", "H", "H", "H", "H", "H"], "xyz": [[-1.07745, 0.21915, -0.98113], [-0.70371, 1.68231, 0.84249], [0.58590, -1.66793, -1.17254], [1.11854, -1.27592, -0.04330], [-0.36220, 0.69203, -0.04780], [0.76226, -0.09573, 0.39393], [-1.56611, 2.38418, 0.89002], [0.54871, -2.63873, -1.33546], [-0.42079, 1.89164, 1.75381], [1.13742, -0.09871, 1.44910], [-0.02257, -1.09230, -1.74912]], "forces_ev_per_a": [[1.02, 2.73, 1.45], [-3.95, 3.33, -0.82], [0.18, -0.14, -1.17], [-1.49, 0.83, -0.60], [-2.23, -1.93, -0.27], [2.15, -1.58, 2.38], [1.89, -2.68, -1.88], [0.55, -0.99, -0.06], [2.18, -1.02, 1.22], [-0.29, 1.31, -0.98], [-0.01, 0.13, 0.72]], "lumo_ev": 0.78, "e_above_lowest_kcal_mol": 63.3, "total_energy_ev": -8670.8954, "total_charge": 0, "smiles": "N/N=C\\C(N)=O", "homo_ha": -0.3211}

***

2.
{"formula": "C2H5N3O", "method": "ωB97M-V/def2-TZVPD", "species": ["O", "N", "N", "N", "C", "C", "H", "H", "H", "H", "H"], "xyz": [[1.04843, 0.95773, 0.82570], [-0.45648, 1.82474, 0.82236], [-0.38620, -0.18868, -0.50535], [1.86299, -0.86331, -0.36816], [-1.07616, -1.22068, -0.20944], [0.92166, -0.07189, -0.00145], [1.48647, -1.51889, -1.05268], [-0.67325, -2.07223, 0.35669], [0.13823, 2.65364, 0.84926], [-0.75350, 1.78567, -0.15787], [-2.11219, -1.28611, -0.55906]], "forces_ev_per_a": [[-2.60, 1.27, -0.30], [3.33, -0.59, 0.51], [-1.34, -1.16, -0.06], [-0.28, 1.19, 0.65], [0.50, 0.57, -0.38], [0.18, -1.76, -1.12], [0.09, 0.06, 0.28], [-0.05, 0.31, 0.06], [-0.46, 0.46, 0.35], [0.28, -0.37, 0.02], [0.35, 0.01, -0.02]], "lumo_ev": -0.08, "e_above_lowest_kcal_mol": 104.4, "total_energy_ev": -8669.1170, "total_charge": 0, "homo_ha": -0.3567}

***

3.
{"formula": "C2H5N3O", "method": "ωB97M-V/def2-TZVPD", "species": ["O", "N", "N", "N", "C", "C", "H", "H", "H", "H", "H"], "xyz": [[-0.23594, 1.67821, -0.01176], [2.38248, 0.44050, -0.10315], [-2.07386, 0.21894, -0.06359], [0.04785, 0.31549, -0.03229], [1.35225, -0.20324, -0.03303], [-1.03511, -0.61357, 0.01175], [-1.30202, 1.46974, 0.21402], [1.45048, -1.31340, 0.13630], [3.23794, -0.20182, 0.14507], [-3.08616, -0.20949, -0.20499], [-0.73792, -1.58137, -0.05833]], "forces_ev_per_a": [[-1.25, -2.07, 0.66], [5.05, 1.08, 0.65], [-3.14, -4.43, 0.10], [1.22, -2.61, 0.19], [-2.34, -2.34, 1.04], [-0.75, 9.32, -1.07], [1.52, 0.65, -0.94], [-1.19, 0.81, -0.20], [-2.10, 1.64, -1.08], [2.98, 0.91, 0.72], [0.02, -2.97, -0.05]], "lumo_ev": 0.62, "e_above_lowest_kcal_mol": 108.1, "total_energy_ev": -8668.9563, "total_charge": 0, "smiles": "[H]/N=C/N(O)/C=N/[H]", "homo_ha": -0.3188}

***

4.
{"formula": "C2H5N3O", "method": "ωB97M-V/def2-TZVPD", "species": ["O", "N", "N", "N", "C", "C", "H", "H", "H", "H", "H"], "xyz": [[-0.13905, 0.26543, 0.42860], [0.46633, 1.36060, -1.59655], [0.09290, -0.87760, -1.70712], [-0.20189, -1.02944, 1.03577], [0.17108, 0.16160, -1.04048], [-0.40606, -0.65931, 2.17454], [-0.13712, -1.44820, 3.07709], [-0.76897, 0.38703, 2.77112], [-0.12382, 2.27779, -1.24406], [0.79046, 1.50633, -2.54957], [0.25614, -1.94423, -1.34934]], "forces_ev_per_a": [[0.65, 0.60, -4.51], [-2.10, 4.91, 1.86], [1.38, -4.46, -0.43], [1.08, 1.67, -2.70], [-1.11, -0.79, 1.88], [-0.77, -0.63, 9.96], [-1.26, 1.45, -2.54], [1.29, -2.44, -2.68], [2.14, -3.39, -0.95], [-0.34, -0.99, 0.48], [-0.99, 4.07, -0.37]], "lumo_ev": 0.93, "e_above_lowest_kcal_mol": 120.9, "total_energy_ev": -8668.3979, "total_charge": 0, "smiles": "[H]/N=C(/N)ON=C", "homo_ha": -0.3432}

***

5.
{"formula": "C2H5N3O", "method": "ωB97M-V/def2-TZVPD", "species": ["O", "N", "N", "N", "C", "C", "H", "H", "H", "H", "H"], "xyz": [[1.43174, -1.41231, 0.14115], [1.38620, 0.92699, 0.08493], [-1.04486, 1.08847, 0.03923], [-1.42327, -1.24665, -0.07952], [0.81806, -0.36715, 0.21644], [-0.62039, -0.15422, -0.02566], [-0.70806, 1.75468, -0.65979], [-2.41031, -1.15042, 0.09063], [1.22496, 1.70670, 0.70618], [2.29148, 0.98603, -0.35972], [-0.94555, -2.13212, -0.15388]], "forces_ev_per_a": [[-0.46, 0.49, 0.50], [1.73, -0.70, 0.26], [-2.12, -1.98, -1.27], [0.98, 0.53, 0.44], [1.90, 1.23, -2.65], [-2.15, 1.93, 1.02], [0.75, -0.35, 1.25], [0.03, -0.06, -0.36], [-0.57, -0.43, -0.16], [0.25, -0.53, 0.50], [-0.33, -0.12, 0.47]], "lumo_ev": [0.01, 0.01], "e_above_lowest_kcal_mol": 46.5, "total_energy_ev": -8671.6269, "total_charge": 0, "smiles": "[H]/N=C(/N)C(N)=O", "homo_ha": [-0.3082, -0.3082]}

***

6.
{"formula": "C2H5N3O", "method": "ωB97M-V/def2-TZVPD", "species": ["O", "N", "N", "N", "C", "C", "H", "H", "H", "H", "H"], "xyz": [[-3.33083, -0.31481, -0.02449], [1.25744, -0.65194, -0.06618], [2.48935, -0.01542, -0.12978], [-1.05333, -0.48925, -0.06897], [0.21867, 0.08034, -0.09957], [-2.23502, 0.18871, -0.05275], [2.49986, 0.86539, 0.37731], [-1.11732, -1.48984, -0.02415], [0.20392, 1.18237, -0.12045], [-2.08644, 1.28682, -0.08518], [3.15370, -0.64238, 0.29421]], "forces_ev_per_a": [[0.20, -0.14, 0.05], [-0.96, 0.44, -0.09], [0.00, 0.03, 0.06], [0.02, -0.21, 0.01], [0.24, 0.06, 0.18], [0.06, 0.64, -0.14], [0.01, 0.02, -0.03], [0.07, -0.36, -0.02], [0.20, -0.35, -0.05], [-0.04, -0.12, 0.03], [0.20, 0.00, -0.01]], "lumo_ev": 0.94, "e_above_lowest_kcal_mol": 38.7, "total_energy_ev": -8671.9631, "total_charge": 0, "smiles": "N/N=C/NC=O", "homo_ha": -0.3235}

***

7.
{"formula": "C2H5N3O2", "method": "ωB97M-V/def2-TZVPD", "species": ["O", "O", "N", "N", "N", "C", "C", "H", "H", "H", "H", "H"], "xyz": [[1.34903, -0.43050, -1.17637], [-0.71723, -0.84933, -0.38201], [-1.79148, 1.77674, 1.35792], [0.53932, 0.59154, -3.23580], [1.15675, -1.71781, 0.63835], [0.45131, -0.97364, -0.31724], [0.84676, 0.06440, -2.26923], [-1.69686, 1.54674, 0.39698], [0.82787, -2.36377, 1.27930], [-1.02968, 1.58272, 1.97800], [2.11832, -1.98774, 0.29193], [-2.05410, 2.76064, 1.43816]], "forces_ev_per_a": [[0.92, 0.34, -0.83], [-1.15, 0.58, -0.34], [-1.24, 1.10, 0.85], [-0.28, 0.11, -0.59], [3.35, 1.71, -3.42], [0.14, -2.76, 3.01], [0.32, 0.33, 0.33], [0.58, -0.43, -0.53], [-1.70, -0.94, 1.03], [0.45, -0.19, -0.32], [-1.59, 0.65, 0.79], [0.20, -0.50, 0.00]], "lumo_ev": 0.32, "e_above_lowest_kcal_mol": 53.2, "total_energy_ev": -10719.5052, "total_charge": 0, "smiles": "N#COC(N)=O.N", "homo_ha": -0.3531}

***

8.
{"formula": "C2H5N3O2", "method": "ωB97M-V/def2-TZVPD", "species": ["O", "O", "N", "N", "N", "C", "C", "H", "H", "H", "H", "H"], "xyz": [[-1.51730, -1.13609, 1.65204], [1.00124, -0.92056, 0.83316], [1.67931, 0.58532, -1.28446], [-0.00033, -0.23454, 0.19017], [-0.64275, 1.39374, -1.31180], [-1.24318, -0.41924, 0.70142], [0.32079, 0.70308, -0.81238], [-0.37111, 2.14614, -1.89459], [2.25157, 0.12054, -0.55739], [-1.94634, 0.23168, 0.14746], [1.98785, 1.46222, -1.58130], [0.48724, -1.42212, 1.51265]], "forces_ev_per_a": [[0.94, 0.14, -0.66], [0.44, -0.43, 0.30], [-2.31, -1.59, 2.51], [-0.39, -0.15, 0.11], [0.74, -1.08, 1.92], [-1.31, 0.96, -0.20], [0.37, -0.05, -1.71], [0.53, 0.43, -0.98], [-0.16, 0.66, -0.84], [-0.01, -0.46, 0.33], [0.92, 1.37, -0.54], [0.24, 0.21, -0.25]], "lumo_ev": 0.72, "e_above_lowest_kcal_mol": 69.8, "total_energy_ev": -10718.7816, "total_charge": 0, "smiles": "[H]/N=C(\\N)N(O)C=O", "homo_ha": -0.3459}

***

9.
{"formula": "C2H5N3O2", "method": "ωB97M-V/def2-TZVPD", "species": ["O", "O", "N", "N", "N", "C", "C", "H", "H", "H", "H", "H"], "xyz": [[1.12745, 0.74653, 1.90358], [-3.02968, 0.65985, -0.93817], [-1.82288, -1.11517, -0.19194], [0.56856, -0.46437, 0.10867], [-2.45269, -0.28569, -0.53632], [0.98624, 0.59908, -0.77962], [0.66926, -0.24733, 1.42330], [1.71716, 0.11662, -1.42640], [0.13346, -1.26512, -0.26058], [0.31715, -1.12037, 1.98845], [1.65883, 1.32299, -0.16577], [0.12713, 1.05297, -1.12519]], "forces_ev_per_a": [[0.45, 1.22, 1.11], [-0.48, 0.23, -0.03], [0.05, -2.43, 0.82], [1.30, 1.31, 0.27], [-0.82, 1.96, -0.93], [3.59, -0.61, 2.19], [-0.44, -1.67, -0.17], [-0.56, 0.49, -1.06], [-0.05, -0.77, -0.10], [-0.10, 0.01, 0.44], [-1.62, -1.07, -0.97], [-1.31, 1.33, -1.59]], "lumo_ev": 0.82, "e_above_lowest_kcal_mol": 90.9, "total_energy_ev": -10717.8676, "total_charge": 0, "smiles": "N#[N+][O-].CNC=O", "homo_ha": -0.3587}

***

10.
{"formula": "C2H5N3O2S", "method": "ωB97M-V/def2-TZVPD", "species": ["S", "O", "O", "N", "N", "N", "C", "C", "H", "H", "H", "H", "H"], "xyz": [[-0.15653, -2.77181, -0.61263], [-0.69115, -2.97149, 0.69189], [1.27631, -2.56492, -0.64409], [0.63924, 0.11053, -0.71221], [-0.62952, 1.65111, 0.35901], [-0.64098, -0.41043, -0.58132], [0.76984, 1.30172, 0.19238], [-1.38313, 0.52185, -0.03537], [-0.85460, 2.20982, 1.16872], [1.13819, 0.86119, 1.12921], [1.45819, -0.51111, -0.95853], [-2.45647, 0.44371, 0.27044], [1.53060, 2.12982, -0.26750]], "forces_ev_per_a": [[0.74, -0.31, -0.05], [-0.54, -0.32, 0.54], [-0.40, -0.09, -0.40], [0.83, 1.33, -0.66], [-0.06, -0.09, -1.16], [-0.75, 1.71, 0.34], [1.72, -0.80, -1.06], [0.95, -0.78, 0.95], [-0.33, -0.33, -0.16], [0.53, 0.84, 0.36], [-1.87, 0.84, 0.91], [1.27, -0.15, -0.72], [-2.09, -1.86, 1.13]], "lumo_ev": 0.14, "e_above_lowest_kcal_mol": 61.1, "total_energy_ev": -21553.2643, "total_charge": 0, "homo_ha": -0.2892}